A | # C2H4O3

2 unconnected molecules or ions with the total composition C2H4O3 (ωB97M-V/def2-TZVPD, OMol25).

Orbital gap in eV: 10.44

```
9
C2H4O3 (ωB97M-V/def2-TZVPD)
O -1.49 0.49 -0.83
O 1.32 1.05 1.13
O 0.21 1.93 1.32
C -0.40 -1.70 -0.95
C -0.99 -0.57 -0.91
H 2.07 1.61 1.38
H -0.47 1.56 0.73
H 0.57 -1.80 -0.48
H -0.82 -2.57 -1.40
```

=====

B | # C2H4O3

2 unconnected molecules or ions with the total composition C2H4O3 (ωB97M-V/def2-TZVPD, OMol25).

Orbital gap in eV: 10.22

```
9
C2H4O3 (ωB97M-V/def2-TZVPD)
O 0.92 1.06 0.52
O 0.46 -0.60 2.00
O -0.81 0.14 -1.83
C -1.56 -0.89 -2.17
C 1.11 0.33 1.62
H 1.94 0.60 2.22
H 0.07 0.70 0.12
H -1.23 -1.90 -2.15
H -2.63 -0.81 -2.39
```

=====

Relative to the most stable one, in kJ/mol, the structures come out at A 253.1; B 0.0.

=====

A | # C2H4O3

C2H4O3 in the gas phase (ωB97M-V/def2-TZVPD, OMol25).

Orbital gap in eV: 11.36

```
9
C2H4O3 (ωB97M-V/def2-TZVPD)
O -1.32 0.67 0.46
O 0.87 0.83 1.16
O -0.08 -1.26 -0.21
C 0.26 -0.30 -1.08
C -0.21 0.14 0.16
H 1.31 -0.11 -1.47
H -1.67 0.15 1.22
H -0.49 -0.21 -1.89
H 1.33 0.10 1.66
```

=====

B | # C2H4O3

C2H4O3 in the gas phase (ωB97M-V/def2-TZVPD, OMol25).

Orbital gap in eV: 11.16

```
9
C2H4O3 (ωB97M-V/def2-TZVPD)
O -1.84 -0.04 -0.10
O 1.71 -0.42 -0.02
O 0.36 1.33 0.00
C 0.52 0.15 0.02
C -0.65 -0.76 0.07
H -0.63 -1.34 1.03
H -0.52 -1.51 -0.72
H 1.64 -1.38 -0.20
H -1.57 0.92 0.22
```

=====

C | # C2H4O3

2 unconnected molecules or ions with the total composition C2H4O3 (ωB97M-V/def2-TZVPD, OMol25).

Orbital gap in eV: 11.12

```
9
C2H4O3 (ωB97M-V/def2-TZVPD)
O 1.43 -0.97 -0.49
O -0.49 0.85 2.18
O 0.78 0.79 -1.74
C 1.19 -0.49 -1.56
C -1.36 0.12 1.79
H 1.11 -1.06 -2.49
H -1.49 -0.06 0.71
H -2.06 -0.39 2.48
H 0.90 1.20 -0.87
```

=====

Relative to the most stable one, in kJ/mol, the structures come out at A 240.1; B 0.0; C 65.1.

=====

A | # C22H21N3O4

C22H21N3O4 in the gas phase (ωB97M-V/def2-TZVPD, OMol25).

Orbital gap in eV: 7.77

```
50
C22H21N3O4 (ωB97M-V/def2-TZVPD)
O -1.44 -2.18 2.07
O 1.14 -2.08 1.04
O 0.94 0.80 -2.26
O 2.96 -0.25 0.46
N -1.94 -0.47 0.58
N -4.40 -1.96 -0.64
N -1.33 2.03 1.42
C -4.21 -1.47 0.70
C -3.26 -2.64 -1.22
C -1.19 0.36 -0.33
C -3.32 -0.22 0.90
C 0.21 -1.22 0.64
C 3.74 0.08 -1.63
C -1.26 3.27 1.86
C 1.23 0.24 -1.21
C 4.85 -0.19 -0.79
C -0.98 4.35 1.04
C 6.45 -0.75 1.39
C -0.78 4.12 -0.31
C -0.86 2.82 -0.78
C 7.01 -0.56 0.13
C -1.14 1.81 0.12
C -1.16 -1.36 1.22
C 6.23 -0.28 -0.97
C 5.09 -0.66 1.60
C -4.99 -1.02 -1.56
C 4.30 -0.38 0.50
C 0.21 -0.23 -0.28
C 2.63 0.02 -0.83
H -4.30 -0.22 -1.89
H -3.60 -3.24 -2.07
H 4.65 -0.81 2.57
H -3.67 0.60 0.27
H -0.56 4.94 -0.98
H -1.43 3.39 2.92
H -5.33 -1.55 -2.44
H 7.10 -0.96 2.23
H -0.93 5.35 1.45
H -1.59 0.32 -1.35
H -2.47 -1.95 -1.59
H -2.82 -3.30 -0.48
H -5.20 -1.23 1.10
H 8.08 -0.63 0.01
H 3.74 0.28 -2.69
H 0.71 -2.65 1.71
H -3.80 -2.28 1.30
H 6.66 -0.13 -1.95
H -3.40 0.08 1.95
H -0.69 2.59 -1.82
H -5.86 -0.55 -1.08
```

=====

B | # C22H21N3O4

C22H21N3O4 in the gas phase (ωB97M-V/def2-TZVPD, OMol25).

Orbital gap in eV: 7.74

```
50
C22H21N3O4 (ωB97M-V/def2-TZVPD)
O -1.30 5.07 -2.74
O 0.03 -3.80 6.20
O 1.63 -5.11 6.46
O -2.87 2.77 -3.49
N 0.52 -1.71 0.34
N 2.11 -0.28 -1.60
N 0.91 -4.49 5.76
C -0.91 3.76 -2.59
C 0.94 2.24 -1.73
C -1.61 2.63 -2.92
C 0.65 -3.40 3.64
C 2.46 2.05 -1.31
C 0.43 3.58 -2.03
C 2.91 0.71 -0.93
C -3.87 2.04 -2.73
C 2.03 -5.32 2.32
C 0.20 -1.96 1.64
C 1.47 -4.26 1.61
C -1.07 -0.03 1.76
C -0.85 0.17 0.43
C 1.09 -4.55 4.42
C -1.05 1.36 -2.65
C 1.84 -5.46 3.69
C 0.03 -0.66 -0.30
C 0.16 1.15 -1.94
C -0.63 -1.10 2.38
C -2.72 5.41 -2.78
C 0.72 -3.25 2.25
C 0.69 -0.20 -1.68
H -1.77 0.51 2.48
H 0.40 -0.94 -2.44
H 4.05 0.64 -1.03
H -1.44 0.39 -3.10
H -2.79 6.55 -2.66
H 0.27 -2.65 4.21
H -4.42 2.85 -2.26
H 2.40 -1.24 -1.30
H -3.51 1.32 -2.00
H 2.12 -6.38 4.18
H -4.48 1.39 -3.39
H 2.59 -5.96 1.66
H 2.64 0.72 0.19
H -3.16 5.16 -3.75
H -1.06 -1.19 3.36
H 1.07 4.47 -1.71
H 3.04 2.33 -2.15
H 2.65 2.82 -0.50
H -1.21 1.12 0.19
H 1.81 -4.16 0.51
H -3.18 4.88 -1.97
```

=====

Relative to the most stable one, in kJ/mol, the structures come out at A 0.0; B 659.4.